Here is 2 unconnected molecules or ions with the total composition C15H26BN6O in a non-equilibrium geometry from the OMol25 dataset. Energies are from ωB97M-V/def2-TZVPD.

```
49
Properties=species:S:1:pos:R:3:forces:R:3:nbo_charge:R:1
C 0.875 -2.409 0.483 -1.4 -1.5 -0.3 -0.43
N 1.081 -1.284 -0.509 0.6 1.6 1.9 -0.80
C 2.505 -1.195 -1.012 0.9 0.0 -1.9 -0.43
B 0.604 0.068 0.069 2.9 -1.9 0.8 1.30
O 1.399 0.634 1.176 -1.7 1.1 -3.5 -0.91
N -0.606 0.696 -0.597 -3.3 -0.1 4.5 -0.71
C -1.440 -0.406 -1.263 -1.6 -1.8 -0.7 -0.23
C -2.930 0.093 -1.727 -1.4 -0.6 -0.6 -0.30
C -4.107 -0.936 -1.131 -2.9 -2.2 1.8 0.18
C -5.386 -0.435 -0.261 -0.2 -1.7 -0.2 -0.29
C -6.609 -1.391 0.331 4.8 -2.6 -3.2 -0.16
C -6.336 -2.999 -0.043 2.4 4.2 -0.7 -0.25
C -4.974 -3.297 -0.886 -1.0 1.3 0.7 0.03
N -3.929 -2.386 -1.429 -4.3 2.0 3.1 -0.46
C -3.258 1.673 -1.448 0.3 0.3 -2.6 -0.24
N -2.658 2.244 -0.183 3.1 -0.9 0.6 -0.67
C -1.557 1.341 0.386 -0.5 0.5 -2.2 0.87
N -1.569 1.163 1.751 0.8 0.8 -0.8 -0.84
H 0.222 -3.230 -0.080 1.3 1.5 1.4 0.21
H 1.858 -2.956 0.820 -1.9 1.5 -0.5 0.23
H 0.226 -2.058 1.406 1.5 -0.8 -1.6 0.18
H 3.202 -2.088 -0.662 -1.5 2.1 -0.4 0.24
H 3.018 -0.155 -0.803 -0.9 -2.1 -0.1 0.20
H 2.450 -1.287 -2.200 0.3 0.2 2.5 0.21
H 1.632 1.572 0.902 -0.4 -1.3 0.9 0.50
H -1.578 -1.240 -0.419 0.2 1.6 -2.2 0.23
H -0.917 -0.895 -2.189 -0.7 1.2 2.1 0.29
H -2.980 -0.056 -2.910 0.0 0.4 2.7 0.28
H -5.458 0.727 -0.022 0.1 -2.8 -0.6 0.23
H -7.537 -1.005 0.928 2.1 -0.7 -1.3 0.26
H -7.075 -3.848 0.319 1.9 1.9 -1.0 0.26
H -4.786 -4.458 -1.105 -0.3 3.0 0.4 0.23
H -2.767 2.280 -2.350 -1.1 -1.5 1.8 0.22
H -4.416 1.947 -1.499 2.6 -0.9 0.4 0.26
H -2.130 3.116 -0.485 -0.9 -1.1 0.6 0.41
H -1.391 1.990 2.392 -1.3 -1.3 -1.1 0.46
H -1.828 0.248 2.184 1.3 0.9 -0.7 0.47
C 4.547 2.061 1.623 -0.1 0.0 0.1 -0.62
C 6.070 2.037 1.654 -0.2 0.0 0.3 -0.38
C 6.689 1.705 0.296 0.3 0.2 0.1 -0.51
C 6.339 0.354 -0.163 -0.3 -1.1 -0.5 0.29
N 6.047 -0.710 -0.523 0.3 1.4 0.5 -0.34
H 4.134 1.084 1.358 0.1 0.0 0.0 0.22
H 4.155 2.330 2.609 0.0 0.0 -0.1 0.22
H 4.183 2.798 0.900 0.0 0.0 0.0 0.19
H 6.403 1.312 2.407 0.0 0.1 -0.2 0.22
H 6.430 3.021 1.975 0.1 -0.2 -0.1 0.22
H 7.780 1.783 0.376 -0.2 -0.1 -0.1 0.26
H 6.374 2.445 -0.448 0.0 -0.2 0.0 0.24
```
Positions in Å, forces in eV/Å.

Charge   +1
Frontier orbital gap   5.724 eV
HOMO level   -11.45 eV
Electronic energy   -1015.19277 Ha